Here is C3H7NO as an isolated structure at a distorted geometry from OMol25. Energies are from ωB97M-V/def2-TZVPD.

Structure (XYZ):
```
12
C3H7NO (ωB97M-V/def2-TZVPD)
O -1.89 0.11 -0.28
N -0.01 1.57 0.36
C -0.50 -0.79 -0.11
C -0.38 0.31 0.66
C 1.22 -0.99 -0.02
H -0.88 -1.75 0.21
H -0.25 2.41 0.86
H -2.44 0.56 -0.93
H 0.41 1.80 -0.54
H 1.43 -1.18 -1.08
H 1.90 -0.20 0.27
H 1.39 -1.86 0.61
```

Energy relative to the best compared isomer or geometry (same formula, charge and spin)   195.7 kcal per mole
Total energy   -6754.264 eV
Total charge   0